The following is a quantum chemistry calculation of a 7-piece molecular cluster, C25H54BrIO11S6 overall in a non-equilibrium geometry, from the OMol25 dataset.

Last column: Löwdin charge in e.
Cartesian coordinates (Å):
O1 -2.733691 -4.538632 5.272480  0.12
C1 -2.229863 -4.321875 4.192499  -0.49
O2 -1.456958 -3.230612 4.026096  0.11
C2 -2.418422 -5.238799 3.008550  -0.09
C3 -3.525440 -4.748805 2.072251  -0.15
C4 -3.191991 -3.510153 1.239495  -0.13
C5 -2.524843 -3.744095 -0.120338  -0.20
C6 -1.760169 -2.481390 -0.533687  -0.34
C7 -2.594522 -1.258981 -0.821396  -0.11
C8 -1.862871 0.029448 -1.144766  -0.78
O3 -2.428067 1.091943 -1.028257  -0.01
I1 0.191067 0.050687 -1.768698  0.99
O4 -0.984847 -2.900026 -1.652573  -0.01
C9 -0.877152 -4.247994 -1.627974  -0.41
O5 -0.545150 -4.903999 -2.579855  0.15
C10 -1.343130 -4.717315 -0.241815  -0.17
C11 -1.559688 -6.210720 -0.195920  -0.13
C12 -0.413758 -6.924770 0.536802  -0.30
C13 -0.866225 -8.199566 1.212195  -0.61
Br1 0.675676 -9.326207 1.591824  0.64
H1 -1.059505 -3.233520 3.152774  0.10
H2 -1.460578 -5.340835 2.507136  0.10
H3 -2.733007 -6.180471 3.420126  0.12
H4 -3.885096 -5.556913 1.458009  0.11
H5 -4.355887 -4.483732 2.715283  0.12
H6 -2.609675 -2.818744 1.831680  0.11
H7 -4.130003 -3.005457 1.053480  0.12
H8 -3.286794 -3.969194 -0.858393  0.17
H9 -1.059668 -2.217836 0.259232  0.14
H10 -3.296260 -1.498591 -1.611387  0.14
H11 -3.170443 -1.051024 0.065675  0.12
H12 -0.618490 -4.332972 0.465687  0.15
H13 -1.544516 -6.590741 -1.206271  0.12
H14 -2.516101 -6.477656 0.226726  0.10
H15 0.032821 -6.260207 1.261486  0.09
H16 0.377550 -7.174330 -0.152358  0.10
H17 -1.348547 -7.984362 2.154695  0.04
H18 -1.567196 -8.754156 0.614197  0.06
C14 1.747756 -0.290044 -5.763917  -0.26
S1 3.105888 -0.754602 -4.686544  0.81
O6 3.060631 0.170044 -3.516767  -0.63
C15 4.411540 -0.154192 -5.760987  -0.26
H19 0.818547 -0.536433 -5.254002  0.03
H20 1.789366 0.781442 -5.961682  0.06
H21 1.816939 -0.854884 -6.693222  0.06
H22 4.267206 0.908319 -5.967843  0.04
H23 4.401603 -0.725049 -6.689003  0.06
H24 5.363315 -0.303667 -5.254493  0.06
C16 5.977933 5.179072 -4.291777  -0.27
S2 5.720212 3.469301 -4.786927  0.81
O7 4.926137 3.487281 -6.053581  -0.57
C17 4.585572 3.068126 -3.457747  -0.25
H25 6.633863 5.649284 -5.022491  0.05
H26 5.021666 5.702178 -4.257418  0.04
H27 6.451809 5.198079 -3.311371  0.06
H28 3.728495 3.742165 -3.496630  0.06
H29 5.105818 3.166930 -2.504863  0.06
H30 4.248122 2.040725 -3.582144  0.01
C18 0.583031 5.927142 -6.763495  -0.27
S3 1.962650 5.495620 -5.695016  0.81
O8 1.928191 6.431956 -4.534130  -0.56
C19 3.234121 6.088414 -6.812570  -0.26
H31 -0.337585 5.679756 -6.239181  0.05
H32 0.607686 6.994817 -6.982200  0.06
H33 0.646919 5.347379 -7.683762  0.05
H34 3.061011 7.143680 -7.029009  0.06
H35 3.210864 5.497252 -7.726554  0.06
H36 4.195413 5.956969 -6.330981  0.01
C20 -2.418405 -3.232945 8.177488  -0.28
S4 -1.352500 -2.794683 9.552321  0.79
O9 -1.059443 -4.040771 10.309450  -0.56
C21 -2.597321 -1.892578 10.478582  -0.27
H37 -1.844046 -3.838937 7.484051  0.03
H38 -3.273710 -3.804796 8.537828  0.06
H39 -2.752007 -2.323549 7.676877  0.05
H40 -3.437444 -2.552342 10.696783  0.06
H41 -2.921965 -1.031073 9.894596  0.05
H42 -2.142895 -1.554171 11.406772  0.05
C22 -1.424266 8.560771 -2.194191  -0.28
S5 -0.036328 8.134265 -1.133479  0.80
O10 -0.067991 9.070957 0.020695  -0.56
C23 1.231484 8.715916 -2.259597  -0.27
H43 -2.340460 8.315883 -1.661404  0.05
H44 -1.400850 9.627880 -2.415499  0.06
H45 -1.366421 7.977366 -3.113165  0.05
H46 1.072670 9.773406 -2.474266  0.06
H47 1.201823 8.125452 -3.175739  0.01
H48 2.195885 8.579897 -1.775708  0.05
C24 -0.777483 -0.624602 5.702801  -0.28
S6 -0.292375 0.632839 6.893439  0.81
O11 -1.437655 0.797169 7.828799  -0.56
C25 -0.348317 2.013743 5.745374  -0.27
H49 -0.850941 -1.573253 6.227786  0.03
H50 -1.745996 -0.367818 5.272971  0.06
H51 -0.021465 -0.700010 4.921308  0.05
H52 -1.346045 2.091350 5.313290  0.06
H53 0.396723 1.864721 4.963758  0.05
H54 -0.117074 2.918937 6.301737  0.05

Forces on atoms 1 to 6 (eV/Å):
0.395 0.402 -1.058
-0.665 -0.668 1.321
0.072 0.169 0.108
0.033 0.434 -0.141
0.081 0.628 0.399
-0.161 -0.783 -0.337

---

The following is a quantum chemistry calculation of one molecule with the formula C6H4S in a non-equilibrium geometry, from the OMol25 dataset.

Last column: Löwdin charge in e.
Cartesian coordinates (Å):
C1 -0.368457 1.090465 0.173943  -0.60
C2 -0.519393 -0.430188 0.244770  -0.41
C3 -1.402093 -0.897255 -0.812367  -0.12
C4 -2.238685 -1.272364 -1.575321  0.14
C5 0.706414 -1.220139 0.344709  -0.14
C6 1.641044 -1.916291 0.525589  0.14
H1 -1.302091 1.601766 -0.103957  0.06
H2 -1.056658 -0.586396 1.168782  0.15
H3 -2.963581 -1.582638 -2.277513  0.03
H4 2.504621 -2.537388 0.609049  0.04
S1 0.994045 1.936206 0.449731  0.71

Forces on atoms 1 to 6 (eV/Å):
1.028 0.580 -0.090
0.388 0.473 -0.152
-0.247 -0.084 0.061
-0.007 0.052 -0.222
-1.416 1.218 -0.078
1.722 -1.187 0.043

Output
SMILES: C#CC(C#C)C=S
ΔE to the lowest compared entry with this formula, charge and spin: 33.0 kcal/mol

---

Calculated frontier orbital gap, 8.114 8.584 eV (same order as the records).